(1)
Density functional theory data (ωB97M-V with the def2-TZVPD basis set) for a molecular structure, C23H58O21Tl at a distorted geometry.

Summary:
- calculated total energy (eV) = -72452.1346
- LUMO level (alpha / beta) (eV) = -11.04 / -10.65
- orbital gap (alpha / beta) (eV) = 3.16 / 3.54

```
! RIJCOSX wB97M-V def2-TZVPD def2/J DEFGRID3
* xyz 2 2
Tl 3.8625 3.2546 0.9262
C -0.2176 0.8652 -0.8437
C 0.9969 1.2959 -0.1937
C 1.6216 0.4374 1.0845
O 2.7606 0.7677 1.4536
C 0.8158 -0.7667 1.3677
C -0.3219 -1.0462 0.7416
C -0.9650 -0.1759 -0.3520
O -2.1944 -0.2912 -0.8317
O -0.8379 -2.2235 1.0472
O 1.6397 2.2897 -0.6390
H -0.6907 1.4223 -1.6388
H 1.2588 -1.5673 1.9414
C 4.5960 0.1594 -1.3538
O 4.6679 1.6241 -1.4012
H 5.5437 -0.3613 -1.2163
H 3.8046 -0.1333 -0.6638
H 4.2039 -0.1634 -2.3182
H 4.8504 1.7292 -2.3378
C 6.7240 0.2532 1.1278
O 5.4380 0.4786 1.6406
H 7.5323 0.1619 1.8534
H 6.8786 -0.6448 0.5296
H 6.9793 1.0381 0.4160
H 5.1484 -0.4364 1.6648
C 0.2018 -5.0280 2.9936
O -0.2122 -3.8396 3.5091
H 0.5391 -5.6864 3.7941
H -0.6404 -5.5724 2.5663
H 0.9519 -4.7872 2.2403
H -0.3737 -3.3647 2.6906
C 1.6857 0.3491 -4.2380
O 1.6735 1.5483 -3.4785
H 1.9379 0.5156 -5.2853
H 2.3824 -0.3950 -3.8519
H 0.7223 -0.1608 -4.2437
H 1.2785 1.2997 -2.6396
C -1.4152 -0.0825 4.1091
O -2.3387 -1.0759 4.2880
H -1.2625 0.1205 3.0491
H -1.6746 0.9242 4.4366
H -0.4466 -0.3470 4.5333
H -2.0191 -1.9080 3.9317
C -3.9976 1.1069 2.5240
C -3.3244 2.2345 1.7325
O -4.0826 3.3962 1.7302
O -4.4983 1.4714 3.8463
H -3.5314 0.1225 2.5664
H -4.9603 0.9024 2.0556
H -3.0167 1.8913 0.7447
H -2.3876 2.4548 2.2443
H -3.7230 3.7176 0.9001
H -4.2754 0.7130 4.3910
C 2.2661 -3.0966 -0.9147
C 1.6116 -4.3844 -1.4716
O 1.0636 -4.0450 -2.8106
O 2.6473 -3.2231 0.4373
H 1.6072 -2.2421 -1.0694
H 3.1430 -2.9011 -1.5319
H 0.9074 -4.7744 -0.7366
H 2.3602 -5.1731 -1.5466
H 0.2677 -3.5110 -2.7549
H 2.1304 -2.5736 0.9195
C -2.9185 -4.1277 -1.5856
C -2.0830 -3.5661 -2.7331
O -1.1268 -2.5789 -2.3023
O -3.7828 -3.0941 -1.1096
H -2.3405 -4.5122 -0.7453
H -3.5457 -4.8643 -2.0878
H -2.6868 -3.2037 -3.5651
H -1.5680 -4.4184 -3.1765
H -1.5542 -1.8523 -1.8429
H -3.2561 -2.5367 -0.5321
C 3.1862 1.2633 4.7619
C 1.8443 1.2814 5.4493
O 1.7153 2.4106 6.2690
O 3.5633 2.4729 4.1077
H 3.1167 0.4457 4.0444
H 3.9735 0.9559 5.4502
H 1.6464 0.3298 5.9426
H 1.0697 1.4021 4.6920
H 2.0306 2.1126 7.1253
H 3.1180 3.1350 4.6415
C -4.9893 1.6876 -1.9639
C -4.4663 1.1229 -3.2828
O -3.0996 0.9915 -3.5429
O -4.7966 3.0457 -1.9907
H -4.5497 1.1333 -1.1346
H -6.0545 1.4916 -1.8413
H -5.1220 1.4888 -4.0730
H -4.6737 0.0559 -3.2012
H -2.5981 0.5443 -2.8572
H -3.8603 3.2482 -2.0538
C -0.6097 3.7816 -3.6933
C -1.5042 4.5361 -4.6836
O -2.9317 4.2335 -4.4129
O -0.5733 4.3150 -2.3661
H 0.4244 3.8420 -4.0325
H -0.7099 2.6966 -3.6618
H -1.1242 4.2125 -5.6526
H -1.4441 5.6222 -4.6145
H -3.0238 4.6014 -3.5310
H 0.0120 3.7303 -1.8791
*
```

***

(2)
Density functional theory data (ωB97M-V with the def2-TZVPD basis set) for a molecular structure, C23H61FFeO8 at a distorted geometry.

Summary:
- energy relative to the best compared isomer or geometry (same formula, charge and spin) (kcal/mol) = 341.4
- calculated total energy (eV) = -78305.3975
- LUMO level (alpha / beta) (eV) = -8.73 / -9.24
- orbital gap (alpha / beta) (eV) = 2.32 / 1.81

```
! RIJCOSX wB97M-V def2-TZVPD def2/J DEFGRID3
* xyz 1 6
Fe 2.3985 -4.1572 -4.8212
C 0.8776 -0.3149 0.2734
C 0.8737 -1.7745 -0.1509
O 1.2879 -2.0223 -1.4907
H 1.8732 0.0999 0.1156
H 0.5396 -0.2599 1.3082
H 0.2115 0.1460 -0.4560
H -0.1051 -2.2275 0.0073
H 1.5659 -2.2044 0.5731
F 2.8184 -1.6724 -6.5694
C 1.5326 4.9268 4.9061
C 0.5905 5.5203 6.0509
C -0.6702 6.2101 5.3900
O 0.2150 4.4212 6.9080
H 0.9827 4.1787 4.3350
H 2.2814 4.4066 5.5034
H 2.0373 5.7418 4.3872
H 1.1773 6.1528 6.7170
H -1.1693 5.5103 4.7198
H -0.2394 6.9974 4.7714
H -1.3696 6.6953 6.0708
H -0.3623 3.7997 6.4585
C -3.4752 -3.8650 -4.2924
C -2.4854 -5.0039 -4.5479
C -3.0760 -6.2661 -5.0790
O -1.4527 -4.4942 -5.4315
H -4.0424 -3.7111 -5.2104
H -2.8729 -3.0082 -3.9904
H -4.1595 -3.9272 -3.4462
H -1.9753 -5.2230 -3.6099
H -3.4451 -6.8637 -4.2455
H -2.5008 -6.7134 -5.8897
H -3.9788 -6.0139 -5.6352
H -1.8706 -4.2072 -6.2467
C 1.9123 4.2622 -3.1116
C 1.3234 3.4131 -4.2595
C 0.3986 4.2657 -5.2496
O 2.4074 2.9069 -4.9367
H 2.5318 3.5757 -2.5346
H 1.2152 4.7507 -2.4307
H 2.4882 5.0764 -3.5516
H 0.6168 2.6098 -4.0512
H 0.9714 5.0767 -5.6992
H -0.3915 4.8633 -4.7949
H -0.0642 3.6349 -6.0085
H 2.3777 1.9501 -4.8634
C -4.4911 -1.0853 3.5703
C -5.7944 -0.5145 4.0666
C -6.4740 -1.4855 5.1214
O -5.5666 0.7004 4.7711
H -3.6916 -1.1107 4.3108
H -4.2284 -0.3560 2.8040
H -4.5165 -2.0005 2.9789
H -6.4214 -0.3033 3.2004
H -7.5601 -1.4778 5.2131
H -6.0869 -1.2177 6.1045
H -6.2261 -2.5360 4.9698
H -6.4666 0.9088 5.0322
C 4.2277 -1.0203 5.1343
C 4.6826 -0.8163 6.5995
C 3.9407 -1.7470 7.5323
O 6.1007 -0.9476 6.6746
H 4.8270 -1.7459 4.5842
H 4.3061 -0.0409 4.6623
H 3.1839 -1.2932 4.9795
H 4.4925 0.2081 6.9196
H 4.2512 -1.5852 8.5645
H 4.2105 -2.7756 7.2927
H 2.8510 -1.7550 7.5580
H 6.4871 -1.4800 7.3738
C -4.8345 2.8256 -3.4363
C -6.1929 3.3725 -3.8896
C -6.2024 3.8935 -5.3237
O -7.1919 2.3484 -3.6864
H -4.4702 2.0783 -4.1412
H -4.8188 2.5003 -2.3961
H -4.1518 3.6728 -3.3706
H -6.5678 4.1941 -3.2793
H -7.2306 4.2283 -5.4614
H -5.8445 3.1384 -6.0235
H -5.6389 4.8258 -5.2862
H -7.8827 2.4171 -4.3495
C 7.9174 -5.3970 -2.4970
C 6.7427 -4.4543 -2.1279
C 7.1965 -3.3232 -1.2681
O 6.0894 -4.0230 -3.2881
H 8.2279 -5.9659 -1.6207
H 8.6777 -4.7037 -2.8567
H 7.7299 -6.1686 -3.2438
H 6.1065 -5.1591 -1.5925
H 7.3776 -3.4555 -0.2015
H 6.4619 -2.5225 -1.1815
H 8.0162 -2.7734 -1.7306
H 6.6467 -3.3340 -3.6574
*
```

***

(3)
Density functional theory data (ωB97M-V with the def2-TZVPD basis set) for 9 unconnected molecules or ions with the total composition C23H63O9 at a distorted geometry.

Summary:
- energy relative to the best compared isomer or geometry (same formula, charge and spin) (kcal/mol) = 41.7
- calculated total energy (eV) = -43294.2701
- LUMO level (eV) = 2.21
- orbital gap (eV) = 4.20

```
! RIJCOSX wB97M-V def2-TZVPD def2/J DEFGRID3
* xyz -1 1
C 0.8124 0.0316 1.6903
C -0.3995 0.4602 0.8556
C -0.5226 -0.2243 -0.4507
O -1.5990 0.5610 1.5844
H 0.8221 0.5623 2.6423
H 1.8212 0.0436 1.2775
H 0.6847 -0.9621 2.1198
H -0.2561 1.4914 0.5325
H -0.5079 -1.3000 -0.2753
H 0.2279 0.1480 -1.1479
H -1.4616 -0.0327 -0.9700
C 2.1435 5.7267 3.4043
C 1.9632 4.7293 4.5074
C 2.3411 5.3474 5.8809
O 0.5531 4.4847 4.4529
H 3.1220 6.1329 3.1481
H 1.6992 6.7026 3.6004
H 1.7264 5.2763 2.5035
H 2.3735 3.7294 4.3663
H 1.7038 6.1722 6.1998
H 3.3419 5.7643 5.9930
H 2.1822 4.5341 6.5890
H 0.3940 3.9885 5.2592
C -5.0530 -2.6846 -1.5053
C -5.9114 -1.3835 -1.3427
C -7.4459 -1.5965 -1.4397
O -5.7866 -0.6120 -0.1773
H -4.0382 -2.7217 -1.1092
H -4.9950 -2.9720 -2.5552
H -5.4857 -3.6027 -1.1079
H -5.4251 -0.8537 -2.1618
H -8.0798 -0.8694 -0.9321
H -7.7400 -2.6190 -1.2030
H -7.6925 -1.5766 -2.5013
H -4.9250 -0.2057 -0.0576
C -0.5991 -3.9001 -6.7923
C -1.1257 -2.6402 -6.0636
C -0.1934 -1.4364 -6.1508
O -2.4212 -2.3733 -6.6415
H -0.2330 -3.5297 -7.7498
H -1.2791 -4.7517 -6.8129
H 0.3097 -4.1832 -6.2612
H -1.3199 -2.9654 -5.0416
H 0.7449 -1.8060 -5.7371
H -0.4371 -0.5602 -5.5499
H 0.0552 -1.1510 -7.1730
H -2.8899 -3.2097 -6.6901
C -0.8782 5.3072 -2.0732
C -0.8567 6.7455 -1.5829
C -2.0150 7.6230 -1.9890
O -0.8942 6.7040 -0.1742
H -0.8657 5.3223 -3.1631
H -1.6977 4.6473 -1.7887
H 0.0639 4.8873 -1.7207
H 0.0097 7.2787 -1.9742
H -2.3030 7.6323 -3.0403
H -1.7385 8.6609 -1.8038
H -2.9106 7.4729 -1.3861
H -0.8335 7.6293 0.0743
C 1.3732 -5.5018 -1.9089
C 0.3990 -6.0028 -0.8199
C 0.4889 -7.5429 -0.7421
O 0.7856 -5.4240 0.4052
H 1.0874 -4.4858 -2.1815
H 1.3575 -6.0065 -2.8748
H 2.3825 -5.6894 -1.5426
H -0.6049 -5.6762 -1.0913
H -0.3817 -7.8763 -0.1773
H 1.2295 -7.9978 -0.0844
H 0.4482 -8.0745 -1.6928
H 1.7389 -5.3130 0.3865
C 5.3269 2.8939 0.0025
C 6.3086 3.1179 1.2298
C 7.0295 1.8269 1.8157
O 7.4477 3.7199 0.5886
H 4.4841 2.3211 0.3893
H 5.7475 2.3496 -0.8431
H 4.9227 3.8574 -0.3081
H 5.9059 3.7779 1.9982
H 7.3426 1.0487 1.1196
H 6.2703 1.4040 2.4736
H 7.9584 1.9253 2.3775
H 8.0138 4.1410 1.2396
C 1.8876 -2.1488 6.2096
O 0.5049 -1.9455 6.5946
H 1.9834 -3.0688 5.6331
H 2.1676 -1.2465 5.6660
H 2.4105 -2.2126 7.1639
H 0.4406 -1.1379 7.1096
C -4.0692 -5.8668 1.9841
O -3.0780 -4.8910 2.1324
H -4.6271 -6.1451 2.8782
H -4.9209 -5.4384 1.4558
H -3.7196 -6.7660 1.4768
H -2.3210 -4.9990 1.5520
*
```

***

(4)
Density functional theory data (ωB97M-V with the def2-TZVPD basis set) for 20 unconnected molecules or ions with the total composition C23H64N20O42 at a distorted geometry.

Summary:
- calculated total energy (eV) = -140632.3627
- LUMO level (eV) = -0.45
- orbital gap (eV) = 9.42

```
! RIJCOSX wB97M-V def2-TZVPD def2/J DEFGRID3
* xyz 0 1
N 9.0926 0.8398 0.3669
C 7.7538 1.3885 0.2365
O 7.0085 0.4551 -0.5660
C 6.0350 -0.1831 0.1291
O 6.2279 -0.8308 1.1349
O 4.8214 -0.0840 -0.4593
C 4.3994 1.2696 -0.6932
C 3.2586 1.5347 0.2864
O 3.4913 2.1203 1.3153
H 9.7389 1.5658 0.6465
H 9.3454 0.5182 -0.5590
H 7.7338 2.3334 -0.2924
H 7.2807 1.5242 1.2043
H 4.0509 1.4076 -1.7100
H 5.1537 2.0121 -0.4846
H 2.2820 1.1425 -0.0157
C 5.5942 -2.4161 -2.4038
N 5.0776 -2.6573 -3.7777
O 4.6630 -3.7650 -4.0466
O 5.1003 -1.7182 -4.5459
H 5.5097 -3.3354 -1.8371
H 6.6323 -2.1073 -2.4917
H 4.9886 -1.6287 -1.9655
C 9.1176 -2.7666 1.0149
N 8.5554 -3.0827 -0.3247
O 8.0736 -4.1797 -0.5042
O 8.6078 -2.1963 -1.1501
H 8.9986 -3.6369 1.6491
H 10.1649 -2.5178 0.8763
H 8.5660 -1.9113 1.3982
C -0.2830 -1.7221 1.1013
N -0.4990 -0.3281 0.6319
O -1.5353 -0.0714 0.0563
O 0.3935 0.4653 0.8544
H -1.1348 -2.3193 0.8286
H 0.6195 -2.0846 0.6188
H -0.1582 -1.6862 2.1791
C -0.2755 3.5627 -2.1269
N 1.1210 3.8202 -1.6854
O 1.3864 4.9213 -1.2484
O 1.9094 2.9043 -1.7764
H -0.8490 4.4672 -1.9700
H -0.2417 3.2950 -3.1787
H -0.6622 2.7400 -1.5302
C -1.2905 -6.4576 0.8279
N -0.9057 -5.0597 1.1493
O -1.7787 -4.2684 1.4489
O 0.2750 -4.7653 1.0924
H -2.3624 -6.5403 0.9246
H -0.9597 -6.6615 -0.1842
H -0.7882 -7.1079 1.5294
C -6.2152 -7.5943 1.2678
N -4.7737 -7.4143 1.5738
O -4.4501 -6.4854 2.2821
O -3.9908 -8.2070 1.0829
H -6.7704 -6.8163 1.7645
H -6.3299 -7.5282 0.1917
H -6.5058 -8.5764 1.6310
C -0.8168 7.8707 -1.1600
N -1.7181 7.5995 -2.3136
O -2.0786 8.5339 -2.9972
O -2.0387 6.4445 -2.4967
H -0.6197 8.9350 -1.1234
H -1.3268 7.5318 -0.2629
H 0.0955 7.3025 -1.3210
C 2.9002 -7.7372 -0.9086
N 1.5337 -7.5808 -0.3357
O 1.4177 -7.4820 0.8626
O 0.6134 -7.5638 -1.1391
H 3.6250 -7.7288 -0.1134
H 2.9020 -8.6876 -1.4357
H 3.0634 -6.9113 -1.5939
C -4.4093 -0.2780 -1.3015
N -4.9223 -0.6638 -2.6441
O -5.2881 -1.8118 -2.8025
O -4.9401 0.1970 -3.4933
H -4.4511 -1.1465 -0.6559
H -3.3895 0.0666 -1.4242
H -5.0455 0.5192 -0.9291
C 0.6169 3.6461 1.9480
N -0.2411 4.5764 2.7289
O -0.5181 5.6525 2.2312
O -0.6051 4.2076 3.8228
H 0.8683 4.1219 1.0078
H 1.5107 3.4466 2.5319
H 0.0505 2.7334 1.7887
C 6.5078 5.9187 1.0190
N 6.9656 4.9399 -0.0048
O 6.1700 4.1028 -0.3804
O 8.1081 5.0333 -0.3971
H 5.4774 5.7015 1.2651
H 7.1503 5.8071 1.8865
H 6.6099 6.9098 0.5889
C -7.0625 -4.4432 -1.5933
N -7.7121 -4.3119 -0.2621
O -7.2224 -4.9215 0.6704
O -8.6886 -3.6031 -0.1926
H -6.2091 -5.1023 -1.4933
H -7.8020 -4.8547 -2.2709
H -6.7540 -3.4503 -1.9095
C 3.7980 -3.8090 2.2256
N 4.1249 -4.6951 1.0771
O 4.7130 -4.2119 0.1349
O 3.7676 -5.8523 1.1557
H 4.1738 -2.8148 2.0097
H 2.7165 -3.8131 2.3331
H 4.2762 -4.2292 3.1049
C -7.9189 -8.5592 -3.9443
N -8.2661 -7.4386 -3.0289
O -7.7791 -7.4413 -1.9169
O -9.0160 -6.5897 -3.4565
H -7.2465 -9.2303 -3.4240
H -8.8455 -9.0575 -4.2114
H -7.4463 -8.1268 -4.8207
C -4.9430 8.5357 -3.8839
N -6.2394 8.8008 -3.2013
O -6.2311 8.8899 -1.9896
O -7.2221 8.9148 -3.9000
H -4.1676 8.4606 -3.1372
H -5.0471 7.6051 -4.4332
H -4.7574 9.3638 -4.5615
C 1.9561 6.9821 4.2238
N 3.2372 7.6132 3.8089
O 3.5627 8.6494 4.3383
O 3.8788 7.0367 2.9516
H 1.4975 7.6003 4.9858
H 1.3263 6.9161 3.3409
H 2.1883 5.9947 4.6138
C -0.7154 4.3574 7.6606
N 0.5708 4.9919 7.2663
O 0.8818 6.0334 7.8017
O 1.2216 4.4179 6.4205
H -1.1858 4.9769 8.4142
H -1.3264 4.2881 6.7653
H -0.4845 3.3703 8.0484
C -5.2589 -11.5016 3.8662
N -6.0227 -11.8216 2.6288
O -6.3154 -10.9031 1.8919
O -6.2984 -12.9839 2.4413
H -5.0850 -10.4329 3.8965
H -5.8580 -11.8283 4.7104
H -4.3239 -12.0506 3.8205
C -4.7223 12.7034 -5.3450
N -4.5334 11.8755 -6.5682
O -3.9393 12.3689 -7.4994
O -4.9969 10.7545 -6.5433
H -4.2628 13.6699 -5.5111
H -5.7910 12.7974 -5.1787
H -4.2483 12.1791 -4.5206
*
```